Record 1
H6NP3 | ωB97M-V/def2-TZVPD

Atoms and positions in Å:
1 N 0.625 1.578 -0.191
2 P 0.012 0.166 0.120
3 P 1.267 -1.575 -0.278
4 P -2.002 -0.138 -0.802
5 H 1.592 1.756 0.006
6 H -0.221 -0.134 1.749
7 H 2.164 -1.083 0.532
8 H 0.504 -2.234 0.738
9 H -1.523 0.710 -1.750
10 H -2.417 0.954 -0.125

**SMILES**: N=[PH](P)P
**ΔE to the lowest compared entry with this formula, charge and spin**: 141.5 kJ/mol
**HOMO energy**: -8.677 eV
**Net charge**: 0

These are the Mulliken partial charges, in e, on atoms 1 to 6: -0.672, 0.220, -0.088, -0.135, 0.229, 0.106

Record 2
C30H34ILaN5OP | ωB97M-V/def2-TZVPD

Atoms and positions in Å:
1 C -2.481 0.109 -4.957
2 I 0.368 2.052 -4.099
3 H -3.478 -0.345 -5.098
4 H -1.725 -0.362 -5.595
5 H -2.466 1.185 -5.153
6 C 0.385 3.755 -0.002
7 C -0.833 4.063 -0.480
8 N -1.006 3.376 -1.668
9 C 0.090 2.592 -1.917
10 N 0.983 2.891 -0.902
11 H 0.907 4.076 0.888
12 H -1.593 4.716 -0.077
13 C 2.473 -3.822 -3.585
14 C 0.944 -2.338 -2.774
15 N 2.268 -2.560 -3.051
16 H 0.976 -5.381 -4.027
17 N 0.334 -3.493 -3.205
18 H 3.452 -4.192 -3.826
19 La -0.131 -0.330 -1.862
20 C -2.002 -0.101 -3.559
21 O -2.576 -0.277 -2.481
22 C 1.258 -4.403 -3.686
23 C -1.093 -3.746 -3.208
24 H -1.263 -4.816 -3.384
25 H -1.626 -3.179 -3.993
26 H -1.549 -3.471 -2.243
27 C 3.332 -1.604 -2.837
28 H 4.274 -2.019 -3.218
29 H 3.463 -1.387 -1.764
30 H 3.136 -0.646 -3.349
31 C 2.342 2.425 -0.681
32 H 3.071 3.113 -1.143
33 H 2.492 1.400 -1.048
34 H 2.519 2.426 0.404
35 C -2.217 3.415 -2.475
36 H -1.982 3.275 -3.540
37 H -2.685 4.399 -2.343
38 H -2.920 2.628 -2.160
39 N -0.180 -0.423 0.189
40 P -0.153 -0.241 1.758
41 C 1.514 0.194 2.288
42 C 1.805 1.351 3.028
43 C 3.131 1.628 3.382
44 C 4.170 0.805 2.943
45 C 3.885 -0.301 2.135
46 C 2.565 -0.610 1.811
47 C -1.328 1.041 2.237
48 C -1.363 1.568 3.537
49 C -2.256 2.604 3.837
50 C -3.131 3.085 2.855
51 C -3.134 2.506 1.581
52 C -2.266 1.459 1.284
53 C -0.650 -1.692 2.699
54 C -1.889 -2.277 2.395
55 C -2.308 -3.408 3.096
56 C -1.486 -3.968 4.084
57 C -0.243 -3.391 4.373
58 C 0.180 -2.251 3.681
59 H 1.016 2.044 3.317
60 H 3.351 2.504 3.998
61 H 5.204 1.025 3.226
62 H 4.692 -0.932 1.763
63 H 2.338 -1.450 1.148
64 H -0.699 1.180 4.316
65 H -2.260 3.038 4.839
66 H -3.812 3.908 3.083
67 H -3.821 2.862 0.815
68 H -2.298 0.962 0.313
69 H -2.497 -1.867 1.585
70 H -3.275 -3.859 2.863
71 H -1.816 -4.859 4.626
72 H 0.408 -3.835 5.129
73 H 1.162 -1.821 3.883

**HOMO energy (spin up / spin down)**: 1.544 / 2.172 eV
**Net charge**: -2

These are the Mulliken partial charges, in e, on atoms 1 to 6: -1.441, -0.504, 0.431, 0.260, 0.224, -0.507

Record 3
C4H12N4 | ωB97M-V/def2-TZVPD

Atoms and positions in Å:
1 H -1.576 2.181 2.406
2 N -0.543 2.281 2.292
3 N 0.051 1.267 1.941
4 N -0.512 0.041 2.069
5 H -1.522 -0.046 2.217
6 H 0.084 -0.762 1.955
7 C -0.347 1.514 -0.777
8 C -0.023 0.228 -1.012
9 C -1.058 -0.816 -1.314
10 N 1.298 -0.178 -1.007
11 C 1.700 -1.519 -0.653
12 H -1.367 1.845 -0.872
13 H 0.406 2.281 -0.706
14 H -2.044 -0.360 -1.342
15 H -1.065 -1.604 -0.562
16 H -0.858 -1.274 -2.283
17 H 1.911 0.535 -0.637
18 H 2.762 -1.627 -0.877
19 H 1.154 -2.242 -1.252
20 H 1.550 -1.747 0.414

**SMILES**: [H]/N=N\N.C=C(C)NC
**ΔE to the lowest compared entry with this formula, charge and spin**: 300.5 kJ/mol
**HOMO energy**: -7.631 eV
**Net charge**: 0

These are the Mulliken partial charges, in e, on atoms 1 to 6: 0.186, -0.515, 0.160, -0.263, 0.212, 0.227

Repeat the second record exactly.
C30H34ILaN5OP | ωB97M-V/def2-TZVPD

Atoms and positions in Å:
1 C -2.481 0.109 -4.957
2 I 0.368 2.052 -4.099
3 H -3.478 -0.345 -5.098
4 H -1.725 -0.362 -5.595
5 H -2.466 1.185 -5.153
6 C 0.385 3.755 -0.002
7 C -0.833 4.063 -0.480
8 N -1.006 3.376 -1.668
9 C 0.090 2.592 -1.917
10 N 0.983 2.891 -0.902
11 H 0.907 4.076 0.888
12 H -1.593 4.716 -0.077
13 C 2.473 -3.822 -3.585
14 C 0.944 -2.338 -2.774
15 N 2.268 -2.560 -3.051
16 H 0.976 -5.381 -4.027
17 N 0.334 -3.493 -3.205
18 H 3.452 -4.192 -3.826
19 La -0.131 -0.330 -1.862
20 C -2.002 -0.101 -3.559
21 O -2.576 -0.277 -2.481
22 C 1.258 -4.403 -3.686
23 C -1.093 -3.746 -3.208
24 H -1.263 -4.816 -3.384
25 H -1.626 -3.179 -3.993
26 H -1.549 -3.471 -2.243
27 C 3.332 -1.604 -2.837
28 H 4.274 -2.019 -3.218
29 H 3.463 -1.387 -1.764
30 H 3.136 -0.646 -3.349
31 C 2.342 2.425 -0.681
32 H 3.071 3.113 -1.143
33 H 2.492 1.400 -1.048
34 H 2.519 2.426 0.404
35 C -2.217 3.415 -2.475
36 H -1.982 3.275 -3.540
37 H -2.685 4.399 -2.343
38 H -2.920 2.628 -2.160
39 N -0.180 -0.423 0.189
40 P -0.153 -0.241 1.758
41 C 1.514 0.194 2.288
42 C 1.805 1.351 3.028
43 C 3.131 1.628 3.382
44 C 4.170 0.805 2.943
45 C 3.885 -0.301 2.135
46 C 2.565 -0.610 1.811
47 C -1.328 1.041 2.237
48 C -1.363 1.568 3.537
49 C -2.256 2.604 3.837
50 C -3.131 3.085 2.855
51 C -3.134 2.506 1.581
52 C -2.266 1.459 1.284
53 C -0.650 -1.692 2.699
54 C -1.889 -2.277 2.395
55 C -2.308 -3.408 3.096
56 C -1.486 -3.968 4.084
57 C -0.243 -3.391 4.373
58 C 0.180 -2.251 3.681
59 H 1.016 2.044 3.317
60 H 3.351 2.504 3.998
61 H 5.204 1.025 3.226
62 H 4.692 -0.932 1.763
63 H 2.338 -1.450 1.148
64 H -0.699 1.180 4.316
65 H -2.260 3.038 4.839
66 H -3.812 3.908 3.083
67 H -3.821 2.862 0.815
68 H -2.298 0.962 0.313
69 H -2.497 -1.867 1.585
70 H -3.275 -3.859 2.863
71 H -1.816 -4.859 4.626
72 H 0.408 -3.835 5.129
73 H 1.162 -1.821 3.883

**HOMO energy (spin up / spin down)**: 1.544 / 2.172 eV
**Net charge**: -2

These are the Mulliken partial charges, in e, on atoms 1 to 6: -1.441, -0.504, 0.431, 0.260, 0.224, -0.507